Entry 1:
{"formula": "C4H7N3", "method": "ωB97M-V with the def2-TZVPD basis set", "symbols": ["N", "N", "N", "C", "C", "C", "C", "H", "H", "H", "H", "H", "H", "H"], "xyz": [[-0.458, -0.507, 1.317], [-0.358, 0.484, -0.786], [0.124, -3.066, -0.938], [-0.676, 0.617, 1.962], [-0.081, -2.001, -0.505], [-0.345, -0.702, -0.024], [0.923, 0.908, -1.342], [-0.855, 1.514, 1.375], [0.846, 1.965, -1.629], [-1.039, 0.422, -1.533], [1.740, 0.826, -0.605], [-0.672, 0.591, 3.041], [1.196, 0.300, -2.213], [-0.345, -1.349, 1.878]], "multiplicity": 1, "e_above_lowest_ev": 2.346, "fmax_ha_per_bohr": 0.022, "homo_lumo_gap_ha": [0.29133, 0.29131], "molar_mass_g_mol": 97.12, "homo_energy_ev": [-7.39, -7.39]}

=====

Entry 2:
{"formula": "C4H7N3", "method": "ωB97M-V with the def2-TZVPD basis set", "symbols": ["N", "N", "N", "C", "C", "C", "C", "H", "H", "H", "H", "H", "H", "H"], "xyz": [[-2.720, -0.029, -0.553], [2.618, -0.175, -0.684], [-0.830, 0.799, 0.350], [0.488, 0.488, 0.895], [-1.678, -0.240, 0.267], [1.513, -0.262, 0.119], [0.818, -0.954, 0.969], [-3.321, -0.826, -0.689], [2.613, 0.540, -1.393], [0.484, -1.905, 1.342], [-2.747, 0.706, -1.259], [-1.041, 1.746, 0.027], [2.970, -1.067, -1.003], [0.850, 1.218, 1.626]], "multiplicity": 1, "e_above_lowest_ev": 3.600, "fmax_ha_per_bohr": 0.012, "homo_lumo_gap_ha": 0.32047, "molar_mass_g_mol": 97.12, "homo_energy_ev": -7.70}

=====

Entry 3:
{"formula": "C4H7N3", "method": "ωB97M-V with the def2-TZVPD basis set", "symbols": ["N", "N", "N", "C", "C", "C", "C", "H", "H", "H", "H", "H", "H", "H"], "xyz": [[-0.729, 0.607, -0.333], [-1.954, -1.571, -2.687], [1.041, -0.563, -1.223], [-0.210, -0.305, -1.196], [0.099, 1.077, 0.770], [0.644, -0.067, 1.629], [-1.197, -0.987, -2.035], [0.923, 1.668, 0.358], [-0.522, 1.751, 1.369], [-0.176, -0.603, 2.115], [1.269, -1.317, -1.860], [1.213, -0.782, 1.032], [-1.724, 0.765, -0.329], [1.324, 0.327, 2.389]], "multiplicity": 1, "e_above_lowest_ev": 0.515, "fmax_ha_per_bohr": 0.023, "homo_lumo_gap_ha": 0.38294, "molar_mass_g_mol": 97.12, "smiles": "[H]/N=C(\\C#N)NCC", "homo_energy_ev": -9.64}

=====

Entry 4:
{"formula": "C4H7N3", "method": "ωB97M-V with the def2-TZVPD basis set", "symbols": ["N", "N", "N", "C", "C", "C", "C", "H", "H", "H", "H", "H", "H", "H"], "xyz": [[-0.677, 1.144, -0.059], [-2.577, -0.314, 0.026], [2.282, -0.568, 0.545], [0.614, 1.192, -0.081], [1.073, -0.234, -0.182], [-1.158, -0.225, 0.007], [-0.143, -1.120, 0.013], [-2.917, -0.468, 0.971], [3.105, -0.486, -0.043], [1.171, 2.123, -0.102], [-2.854, -1.128, -0.513], [1.185, -0.316, -1.291], [-1.299, 1.946, -0.100], [2.194, -1.544, 0.809]], "multiplicity": 1, "e_above_lowest_ev": 3.330, "fmax_ha_per_bohr": 0.010, "homo_lumo_gap_ha": 0.29557, "molar_mass_g_mol": 97.12, "homo_energy_ev": -7.64}

=====

Entry 5:
{"formula": "C4H7N3", "method": "ωB97M-V with the def2-TZVPD basis set", "symbols": ["N", "N", "N", "C", "C", "C", "C", "H", "H", "H", "H", "H", "H", "H"], "xyz": [[-1.331, -1.165, 1.819], [-0.613, -2.078, 1.165], [-0.006, -1.463, 0.197], [-0.333, -0.143, 0.221], [1.269, 0.427, -1.729], [-1.200, 0.060, 1.265], [0.418, 0.902, -0.544], [-0.241, 1.730, -0.825], [1.071, 1.305, 0.235], [0.932, 0.834, -2.687], [-1.848, -1.439, 2.640], [2.304, 0.749, -1.589], [-1.694, 0.941, 1.645], [1.272, -0.660, -1.813]], "multiplicity": 1, "e_above_lowest_ev": 0.923, "fmax_ha_per_bohr": 0.008, "homo_lumo_gap_ha": 0.37584, "molar_mass_g_mol": 97.12, "smiles": "CCc1c[nH]nn1", "homo_energy_ev": -9.35}

=====

Entry 6:
{"formula": "C4H7N3", "method": "ωB97M-V with the def2-TZVPD basis set", "symbols": ["N", "N", "N", "C", "C", "C", "C", "H", "H", "H", "H", "H", "H", "H"], "xyz": [[-1.363, 2.284, -0.453], [0.182, 0.648, -0.398], [-2.241, 0.039, 2.102], [-1.709, 0.474, 1.168], [0.566, -0.716, -0.770], [-1.022, 1.156, 0.044], [1.413, -1.395, 0.298], [-2.088, 2.791, 0.043], [1.763, -2.378, -0.039], [0.837, -1.529, 1.218], [2.283, -0.774, 0.529], [1.137, -0.626, -1.704], [-0.307, -1.328, -1.014], [0.548, 1.353, -1.023]], "multiplicity": 1, "e_above_lowest_ev": 0.808, "fmax_ha_per_bohr": 0.028, "homo_lumo_gap_ha": 0.37300, "molar_mass_g_mol": 97.12, "smiles": "[H]/N=C(\\C#N)NCC", "homo_energy_ev": -9.71}

=====

Entry 7:
{"formula": "C4H7N3", "method": "ωB97M-V with the def2-TZVPD basis set", "symbols": ["N", "N", "N", "C", "C", "C", "C", "H", "H", "H", "H", "H", "H", "H"], "xyz": [[0.021, 1.149, 0.439], [-2.039, 0.136, 0.005], [0.041, -1.187, 0.015], [-3.302, 0.080, -0.008], [1.348, 0.738, -0.034], [-0.790, -0.035, 0.110], [1.484, -0.742, -0.001], [2.150, 1.151, 0.529], [-0.117, -1.986, -0.486], [1.717, -1.012, 1.008], [-0.224, 1.318, 1.393], [1.388, 1.038, -1.114], [2.016, -0.972, -0.910], [-3.692, 0.324, -0.947]], "multiplicity": 1, "e_above_lowest_ev": 3.772, "fmax_ha_per_bohr": 0.066, "homo_lumo_gap_ha": 0.28599, "molar_mass_g_mol": 97.12, "homo_energy_ev": -7.03}

=====

Entry 8:
{"formula": "C4H7N3", "method": "ωB97M-V with the def2-TZVPD basis set", "symbols": ["N", "N", "N", "C", "C", "C", "C", "H", "H", "H", "H", "H", "H", "H"], "xyz": [[0.839, -0.581, 1.280], [1.031, -1.124, -0.040], [-1.456, -0.506, 0.986], [-1.068, 1.040, 0.043], [0.785, -0.249, -1.096], [-0.142, 0.717, -1.079], [-0.362, -0.054, 1.624], [-1.242, -1.364, 0.438], [-2.098, 1.154, -0.293], [1.860, -1.695, -0.110], [-0.310, 1.275, -1.993], [-0.817, 1.916, 0.633], [1.644, -0.061, 1.611], [1.337, -0.468, -2.002]], "multiplicity": 1, "e_above_lowest_ev": 5.103, "fmax_ha_per_bohr": 0.039, "homo_lumo_gap_ha": 0.31329, "molar_mass_g_mol": 97.12, "homo_energy_ev": -7.71}

=====

Entry 9:
{"formula": "C4H7N3", "method": "ωB97M-V with the def2-TZVPD basis set", "symbols": ["N", "N", "N", "C", "C", "C", "C", "H", "H", "H", "H", "H", "H", "H"], "xyz": [[0.859, 0.637, -0.079], [1.155, -0.266, 2.614], [-0.041, -0.290, 0.397], [-0.968, 0.167, -1.662], [-0.947, -0.552, -0.518], [0.113, -0.450, 1.867], [0.344, 0.974, -1.492], [1.055, 0.732, -2.439], [0.130, 2.113, -1.738], [0.726, -1.098, 3.489], [-1.984, -0.945, -0.043], [1.811, 0.154, -0.062], [-0.740, -1.146, 2.235], [-1.513, -0.029, -2.568]], "multiplicity": 1, "e_above_lowest_ev": 5.226, "fmax_ha_per_bohr": 0.152, "homo_lumo_gap_ha": 0.30037, "molar_mass_g_mol": 97.12, "homo_energy_ev": -7.52}

=====

Entry 10:
{"formula": "C4H7N3", "method": "ωB97M-V with the def2-TZVPD basis set", "symbols": ["N", "N", "N", "C", "C", "C", "C", "H", "H", "H", "H", "H", "H", "H"], "xyz": [[2.093, -0.654, 0.497], [-2.636, -0.398, -0.528], [-0.891, 1.156, -0.401], [-0.211, -1.033, -0.311], [-1.387, -0.153, -0.445], [0.823, -0.290, 0.120], [0.370, 1.139, 0.313], [1.085, 1.878, -0.068], [2.404, -1.565, 0.192], [-2.782, -1.406, -0.517], [-1.577, 1.845, -0.127], [0.236, 1.320, 1.392], [2.801, 0.059, 0.402], [-0.226, -2.099, -0.499]], "multiplicity": 1, "e_above_lowest_ev": 0.055, "fmax_ha_per_bohr": 0.006, "homo_lumo_gap_ha": 0.33815, "molar_mass_g_mol": 97.12, "smiles": "[H]/N=C1\\C=C(N)CN1", "homo_energy_ev": -8.39}

=====

Entry 11:
{"formula": "C4H7N3", "method": "ωB97M-V with the def2-TZVPD basis set", "symbols": ["N", "N", "N", "C", "C", "C", "C", "H", "H", "H", "H", "H", "H", "H"], "xyz": [[0.263, -1.014, 0.142], [-1.349, -0.090, 0.147], [1.118, -0.131, 0.086], [2.374, -0.252, 0.023], [-0.717, 1.147, 0.027], [-2.486, -0.545, -0.024], [0.599, 1.170, 0.040], [0.287, -1.770, -0.578], [-3.328, 0.171, -0.130], [2.795, -1.305, 0.051], [-1.251, 2.144, 0.102], [1.362, 1.908, 0.209], [-2.783, -1.537, 0.013], [2.862, 0.680, -0.107]], "multiplicity": 1, "e_above_lowest_ev": 3.975, "fmax_ha_per_bohr": 0.191, "homo_lumo_gap_ha": 0.31071, "molar_mass_g_mol": 97.12, "charge": 2, "homo_energy_ev": -19.85}

=====

Entry 12:
{"formula": "C4H7N3O", "method": "ωB97M-V with the def2-TZVPD basis set", "symbols": ["O", "N", "N", "N", "C", "C", "C", "C", "H", "H", "H", "H", "H", "H", "H"], "xyz": [[1.241, -2.132, 0.155], [-0.133, -0.254, -0.125], [2.206, -0.102, -0.201], [-0.264, 1.084, -0.356], [0.298, 1.991, 0.341], [1.151, -0.938, -0.077], [-2.498, -0.651, -0.108], [-1.238, -1.084, 0.061], [0.090, 3.015, 0.043], [1.020, 1.796, 1.082], [2.027, 0.836, -0.444], [-3.331, -1.319, 0.147], [-0.946, -2.110, 0.316], [-2.731, 0.351, -0.422], [3.109, -0.482, -0.412]], "multiplicity": 1, "e_above_lowest_ev": 2.235, "fmax_ha_per_bohr": 0.066, "homo_lumo_gap_ha": 0.32215, "molar_mass_g_mol": 113.12, "smiles": "C=CN(N=C)C(N)=O", "homo_energy_ev": -8.25}